# 1
H4NOPS2 | ωB97M-V with the def2-TZVPD basis set

Structure (XYZ):
```
9
Properties=species:S:1:pos:R:3:forces:R:3:lowdin_charge:R:1
N 1.44867 -2.93176 0.89722 0.7 0.1 0.9 -0.2246
P 0.54539 -1.93827 -0.10883 0.7 -0.8 0.6 0.6920
O 0.09760 -0.81552 0.71227 -0.4 0.7 0.2 -0.5243
H 1.81029 -2.79535 1.85159 -1.1 0.9 -0.4 0.0591
H 2.06194 -3.65015 0.59092 0.0 -0.8 -1.3 0.0035
S -1.84232 2.91770 0.04268 -0.8 -0.9 1.8 0.2618
S -1.93845 2.92583 -1.92830 -2.9 1.1 -1.8 0.2642
H -1.26703 4.05827 -0.03010 0.9 1.7 0.9 -0.2517
H -0.91608 2.22924 -2.02746 2.8 -1.9 -0.9 -0.2801
```
Forces are in eV/Å.

HOMO energy, eV: -9.20
Relative energy (zero: lowest compared OMol25 entry of this formula, charge and spin), kcal/mol: 45.62
SMILES string: NP=O.SS
Frontier orbital gap, Ha: 0.3497
LUMO level, eV: 0.31
Spin multiplicity: 1

=====

# 2
C60H132O28P4 | ωB97M-V with the def2-TZVPD basis set

Structure (XYZ):
```
224
Properties=species:S:1:pos:R:3:forces:R:3:lowdin_charge:R:1
C -4.65185 2.97895 -13.91941 -0.3 0.1 -0.8 -0.1265
O -4.80444 3.79530 -12.76902 -1.6 -0.2 2.0 -0.2303
P -6.00655 3.48960 -11.65353 0.4 -2.6 -2.1 0.4724
O -6.70710 2.15676 -11.84302 1.0 2.8 -0.1 -0.2693
O -5.23090 3.53974 -10.28448 0.2 0.8 -0.9 -0.1867
C -5.74567 2.81374 -9.20483 -0.9 -0.6 2.1 -0.1276
O -6.87900 4.82226 -11.71582 1.0 -0.8 0.7 -0.2081
C -7.82308 4.96673 -12.75440 -1.2 0.0 -0.4 -0.1102
H -3.82571 3.40956 -14.48524 0.2 -0.2 0.3 0.0872
H -5.50882 3.07035 -14.58676 -0.3 0.0 0.1 0.0785
H -4.51647 1.91520 -13.72393 0.2 0.2 0.3 0.0877
H -6.11114 3.48348 -8.42639 0.1 0.4 -0.1 0.0889
H -4.99789 2.19163 -8.71299 0.4 0.1 -0.5 0.0918
H -6.59832 2.16814 -9.41527 0.2 0.0 -0.6 0.0822
H -7.64153 5.89702 -13.29266 0.1 -0.1 0.1 0.0939
H -8.80707 4.97820 -12.28566 0.0 0.3 0.0 0.0922
H -7.87394 4.12910 -13.45001 0.5 -0.1 0.0 0.0840
C 0.33658 2.23983 -2.09948 -0.6 0.4 -1.0 -0.1153
O 0.67465 1.34709 -1.06176 -0.9 -2.2 1.2 -0.2317
P -0.28453 0.07941 -0.64647 -0.7 -0.1 -0.1 0.5193
O -1.71380 0.18068 -1.09383 2.4 -0.1 1.1 -0.2594
O -0.04961 -0.05919 0.98275 0.1 0.3 -1.7 -0.2263
C 1.28045 0.07712 1.52355 0.7 0.3 0.0 -0.1090
O 0.48284 -1.22574 -1.24922 -0.1 2.2 0.1 -0.2318
C 0.10195 -2.55517 -1.01189 -0.3 -1.3 0.5 -0.1240
H 0.40232 3.26504 -1.73517 0.4 -0.1 0.0 0.0908
H -0.68055 2.12558 -2.47430 -0.2 -0.3 0.3 0.0796
H 0.97287 2.06176 -2.96639 0.3 0.2 0.2 0.0901
H 1.35084 0.93237 2.19563 -0.4 0.1 -0.1 0.0870
H 2.05096 0.22272 0.76644 -0.2 0.0 -0.3 0.0796
H 1.61543 -0.78082 2.10649 -0.6 -0.3 -0.1 0.0849
H -0.14489 -3.10325 -1.92117 0.2 0.4 -0.3 0.0882
H -0.77173 -2.70435 -0.37744 0.0 0.5 0.2 0.0897
H 0.94274 -3.05834 -0.53441 0.0 0.0 0.0 0.0881
C 5.06945 -7.09146 14.76485 -1.2 0.3 1.2 -0.1057
O 4.79811 -6.35635 13.57743 1.3 0.7 -1.0 -0.2241
P 5.93025 -5.38429 12.98644 2.7 -1.6 -1.6 0.4958
O 7.35910 -5.89652 13.18715 -3.7 1.7 -0.2 -0.2699
O 5.54344 -3.94136 13.57684 0.0 -1.1 -1.6 -0.2213
C 6.18643 -3.46989 14.71680 0.5 0.6 1.6 -0.1265
O 5.54048 -5.26163 11.39175 1.0 -0.9 2.1 -0.2129
C 4.24836 -4.82518 11.03569 -0.5 1.6 0.2 -0.1267
H 5.00728 -8.15865 14.55189 0.0 0.2 0.1 0.0949
H 4.26996 -6.71960 15.40566 -0.3 -0.9 0.3 0.0887
H 5.94551 -6.85625 15.36925 0.6 0.1 -0.9 0.0844
H 6.67918 -4.25520 15.29003 -0.1 -0.1 -0.1 0.0826
H 5.42151 -3.00635 15.33980 0.1 0.0 0.1 0.0930
H 6.95274 -2.72372 14.50683 -0.1 0.0 -0.4 0.0932
H 4.36285 -3.98717 10.34813 0.1 0.1 -0.1 0.0882
H 3.81188 -4.40566 11.94210 -0.7 -0.1 -0.3 0.0747
H 3.59169 -5.52755 10.52231 0.4 -0.6 0.5 0.0917
C 4.19976 1.67329 10.57011 0.0 0.4 -0.1 -0.0937
O 5.03005 1.18175 9.51817 1.0 0.2 -1.8 -0.2461
P 5.83101 2.14395 8.45855 -0.1 1.4 0.3 0.5148
O 5.07030 3.32366 7.86980 1.9 -2.9 1.5 -0.2723
O 7.20688 2.60702 9.25600 -2.4 0.1 -0.5 -0.2549
C 8.15745 1.64284 9.70729 0.1 0.6 0.1 -0.1063
O 6.43665 1.02741 7.46166 -1.3 0.8 0.7 -0.2412
C 7.36525 1.40619 6.43500 0.2 -0.3 -0.2 -0.0954
H 3.77712 2.62668 10.25306 0.1 0.2 0.4 0.0864
H 4.79717 1.69839 11.48146 0.0 0.5 0.0 0.0881
H 3.36102 1.00952 10.77996 0.2 -0.3 -0.5 0.0857
H 8.90060 1.64204 8.90990 0.3 -0.8 0.3 0.0847
H 7.72132 0.68327 9.98502 0.0 -0.1 -0.6 0.0899
H 8.59155 2.03134 10.62855 0.1 0.2 -0.1 0.0875
H 6.93364 1.26146 5.44461 -0.2 -0.2 0.2 0.0896
H 8.19214 0.71457 6.59634 0.2 0.3 -0.4 0.0898
H 7.70263 2.44252 6.45129 -0.1 0.0 0.5 0.0932
C 4.86454 -8.59415 -5.93730 0.1 0.6 1.0 -0.2033
C 3.39265 -8.97837 -5.85105 0.2 0.0 -0.3 -0.1613
C 3.15129 -9.57797 -7.28396 0.6 1.6 1.0 -0.1677
O 4.48777 -9.69161 -7.83723 -0.3 -1.3 -0.1 -0.1520
C 5.43698 -9.70517 -6.74970 -0.3 0.2 -0.5 -0.2094
H 5.32473 -8.36854 -4.97531 0.0 -0.4 0.2 0.1136
H 5.00413 -7.68254 -6.51833 -0.2 0.1 -0.1 0.1171
H 2.79347 -8.11777 -5.55364 -0.3 -0.1 -0.4 0.1045
H 3.25433 -9.73520 -5.07893 0.0 -0.1 0.0 0.1023
H 2.63159 -8.84953 -7.90635 0.0 -0.1 -0.1 0.1108
H 2.52649 -10.46759 -7.20458 0.6 -0.5 -0.4 0.1069
H 6.45481 -9.50426 -7.08401 -0.2 0.1 -0.5 0.1203
H 5.47377 -10.67596 -6.25540 -0.3 -0.1 0.2 0.1180
C -9.94875 -0.12528 -1.18165 0.1 0.1 0.1 -0.1599
C -9.02176 1.08794 -0.97488 0.2 0.3 -0.3 -0.1726
C -8.64329 0.98869 0.51142 -1.5 -1.0 -1.3 -0.1565
O -9.82898 0.32831 1.05066 1.4 0.7 2.6 -0.1464
C -10.73877 -0.11778 0.11391 -0.1 0.1 -0.9 -0.2586
H -9.26226 -0.97088 -1.22390 -0.3 -0.4 0.0 0.1116
H -10.64718 -0.18701 -2.01620 0.4 0.4 -0.4 0.1105
H -9.52550 2.04222 -1.12883 -0.2 0.0 -0.1 0.1074
H -8.12606 1.09493 -1.59599 -0.1 -0.1 -0.2 0.1074
H -8.44442 1.98542 0.90522 -0.4 -0.2 0.5 0.1129
H -7.77924 0.34518 0.67701 0.0 0.0 0.1 0.1139
H -11.60091 0.54833 0.08051 -0.1 0.5 -0.3 0.1127
H -11.20375 -1.06758 0.37804 0.6 -0.4 0.2 0.1177
C -2.62495 5.56231 6.27863 0.8 0.9 -1.4 -0.1777
C -4.05207 5.65355 6.77161 -1.7 -0.4 -1.2 -0.1771
C -4.01431 5.11740 8.15338 0.1 -0.4 0.7 -0.2481
O -2.74330 5.45462 8.62216 1.6 0.7 0.4 -0.1363
C -1.80331 5.38056 7.51517 -0.1 -0.3 1.3 -0.1819
H -2.37813 6.48915 5.76081 0.1 0.4 0.3 0.1051
H -2.26868 4.86328 5.52197 -1.0 -0.7 0.1 0.1125
H -4.77538 5.08062 6.19138 0.1 -0.1 -0.3 0.1124
H -4.45617 6.66584 6.76270 0.4 0.2 0.0 0.1150
H -4.13056 4.03380 8.17333 -0.1 -0.4 -0.1 0.1181
H -4.75078 5.52575 8.84545 0.0 0.2 -0.1 0.1253
H -1.31168 4.40999 7.58148 0.0 -0.2 -0.2 0.1146
H -1.01350 6.12862 7.58378 -0.2 0.2 0.5 0.1181
C -4.80567 -2.68980 7.85019 -1.9 0.8 0.1 -0.1933
C -3.49274 -2.77401 7.16999 1.6 -1.2 -0.5 -0.1914
C -2.65020 -1.77703 7.94955 -0.6 0.0 0.1 -0.2140
O -3.09579 -1.94242 9.29060 0.1 -0.3 0.3 -0.1552
C -4.50657 -2.33419 9.29777 1.5 1.3 -0.1 -0.1608
H -5.54196 -3.49298 7.82095 0.5 -0.4 -0.4 0.1144
H -5.30296 -1.86291 7.34318 -0.4 0.3 0.4 0.1114
H -3.47778 -2.57609 6.09821 -0.3 0.1 0.0 0.1159
H -3.06671 -3.76833 7.30393 0.2 -0.1 0.0 0.1136
H -2.83839 -0.76296 7.59697 -0.3 0.3 0.0 0.1132
H -1.57150 -1.90869 7.86488 0.0 -0.4 0.3 0.1191
H -5.02803 -1.43455 9.62463 -0.4 -0.2 0.0 0.1119
H -4.62814 -3.10933 10.05439 0.0 -0.2 -0.3 0.1151
C 0.20510 -1.59603 -9.62670 -0.4 0.7 0.5 -0.1493
C 0.05586 -0.20892 -10.31009 0.1 -0.6 -0.6 -0.1777
C 0.43155 0.80842 -9.27693 0.8 -0.9 0.4 -0.2185
O 1.37630 0.12108 -8.45895 0.7 -1.0 0.9 -0.1586
C 1.12069 -1.32059 -8.40571 -0.6 0.8 -1.0 -0.1655
H 0.67311 -2.29763 -10.31723 -0.3 -0.1 0.1 0.1019
H -0.77219 -1.93369 -9.28174 0.1 -0.3 -0.2 0.1020
H -0.93541 0.01363 -10.70502 0.0 -0.3 -0.2 0.1082
H 0.79317 -0.21990 -11.11280 -0.2 0.4 -0.2 0.1080
H -0.44012 1.11868 -8.70070 0.0 0.3 0.2 0.1157
H 0.99230 1.64496 -9.69390 -0.4 0.2 0.1 0.1217
H 0.67251 -1.62199 -7.45893 -0.3 0.4 0.1 0.1055
H 2.01874 -1.93290 -8.48738 0.5 0.7 0.0 0.1067
C 6.59265 2.01583 -4.30991 0.2 0.0 -1.3 -0.1549
C 7.59009 3.15556 -3.92135 -0.7 -0.4 -1.0 -0.1690
C 7.21160 3.30236 -2.50364 0.4 -0.8 0.8 -0.2447
O 7.08857 1.96121 -2.06564 -0.1 -1.1 1.4 -0.1603
C 6.45761 1.12725 -3.05545 0.6 1.7 -0.3 -0.1719
H 6.88333 1.44466 -5.19159 0.3 0.0 0.0 0.1004
H 5.65104 2.46509 -4.62562 -0.2 0.1 0.4 0.1030
H 7.44570 4.11324 -4.42145 -0.1 -0.2 -0.5 0.1127
H 8.63298 2.85387 -4.01852 0.0 -0.1 0.0 0.1144
H 6.25093 3.79861 -2.36586 0.0 0.5 0.0 0.1241
H 8.02466 3.75724 -1.93785 -0.4 0.1 0.4 0.1260
H 5.41743 0.91435 -2.80888 -0.1 0.1 0.1 0.1078
H 7.00013 0.18373 -3.11487 0.1 0.1 0.0 0.1127
C -6.63931 9.20404 -0.68713 -0.6 0.7 -0.9 -0.1880
C -5.93281 8.33618 0.27962 0.3 -0.1 1.5 -0.1911
C -5.01150 7.49405 -0.56811 0.7 -0.3 -0.4 -0.1992
O -4.98857 8.12931 -1.83967 0.4 -1.0 -0.8 -0.1389
C -5.58628 9.39120 -1.75353 -0.2 0.0 -0.3 -0.2269
H -6.98716 10.15557 -0.28503 -0.2 -0.2 0.1 0.1187
H -7.45485 8.63191 -1.12949 -0.3 0.3 -0.1 0.1205
H -6.63296 7.76899 0.89296 0.3 0.0 0.2 0.1167
H -5.29851 8.97915 0.88984 -0.2 -0.1 0.5 0.1151
H -5.27715 6.44331 -0.68422 -0.4 0.0 -0.1 0.1171
H -3.98781 7.48513 -0.19384 0.1 0.1 0.3 0.1128
H -6.02492 9.61659 -2.72558 0.2 0.2 0.0 0.1223
H -4.81229 10.11693 -1.50379 -0.1 0.5 0.2 0.1206
C 6.10630 -6.13979 3.10466 0.4 1.3 0.4 -0.1722
C 4.90375 -7.00628 2.81007 -1.0 -0.2 -0.1 -0.1698
C 5.16084 -7.63924 1.42406 0.9 1.7 0.9 -0.1687
O 6.38071 -6.99960 1.05409 1.4 -1.6 -2.1 -0.1679
C 6.65562 -5.80508 1.71808 -0.7 -0.5 0.4 -0.2147
H 6.81115 -6.66959 3.74546 0.3 0.0 -0.3 0.1118
H 5.85147 -5.21430 3.62103 -0.2 -0.1 0.2 0.1063
H 4.00882 -6.39133 2.71499 -0.1 -0.1 0.4 0.1059
H 4.77075 -7.76246 3.58375 -0.2 0.1 0.0 0.1064
H 4.43855 -7.32680 0.66987 -0.4 -0.5 0.2 0.1137
H 5.28071 -8.71977 1.50264 0.2 0.1 -0.4 0.1159
H 6.15141 -4.98275 1.21050 -0.6 0.3 0.2 0.1129
H 7.70509 -5.53144 1.60931 0.2 -0.6 0.4 0.1205
C 2.88486 7.96796 1.51984 -0.3 -0.3 -0.6 -0.1767
C 2.57204 9.13153 0.57504 -1.7 0.5 0.6 -0.1735
C 3.90881 9.61693 0.07119 0.7 -0.5 0.4 -0.1969
O 4.83664 8.65959 0.56801 1.1 -0.7 0.4 -0.1511
C 4.35411 8.11613 1.79770 -0.2 0.0 -0.5 -0.2111
H 2.76223 7.08330 0.89499 0.0 -0.4 0.4 0.1100
H 2.28843 7.87591 2.42753 -0.2 0.2 -0.2 0.1137
H 2.01557 9.87402 1.14701 0.2 0.4 -0.1 0.1040
H 1.88546 8.83047 -0.21621 0.2 -0.1 -0.1 0.1062
H 4.19020 10.58451 0.48677 -0.2 0.3 -0.2 0.1151
H 4.04608 9.59347 -1.00988 -0.2 0.3 0.0 0.1218
H 4.58819 8.76295 2.64324 0.0 0.2 0.1 0.1181
H 4.74129 7.11811 2.00297 0.7 0.2 -0.3 0.1203
C -5.10939 -7.17993 -4.39502 1.1 -2.1 -0.7 -0.1979
C -5.57287 -5.78373 -4.24449 -1.2 1.2 -0.3 -0.1844
C -4.67945 -4.92546 -5.17096 0.2 -1.4 0.4 -0.1855
O -3.77473 -5.87586 -5.75412 0.1 -1.2 -0.9 -0.1662
C -4.37005 -7.24614 -5.74759 -0.2 2.0 0.7 -0.1451
H -5.87632 -7.95416 -4.37300 -0.2 0.2 0.3 0.1110
H -4.35557 -7.43878 -3.65148 -0.1 0.0 0.2 0.1119
H -5.62712 -5.47554 -3.20037 0.2 0.2 -0.1 0.1106
H -6.57787 -5.69451 -4.65694 -0.2 0.0 0.3 0.1056
H -4.09310 -4.17653 -4.63862 0.1 0.0 -0.1 0.1150
H -5.30611 -4.45725 -5.93003 0.2 0.2 -0.2 0.1085
H -3.63700 -8.04648 -5.84857 0.6 0.5 0.5 0.1108
H -5.00408 -7.44346 -6.61198 -0.5 0.7 -0.1 0.1059
C -1.19738 -11.60201 2.30746 -1.7 -0.7 -0.2 -0.1832
C -1.28313 -10.71374 3.54201 0.8 -0.7 0.3 -0.1658
C -1.53725 -9.33705 2.98590 0.2 0.1 0.2 -0.2195
O -0.82092 -9.35595 1.76705 0.8 0.6 -0.7 -0.1323
C -0.94175 -10.64930 1.17331 -0.5 0.3 -0.3 -0.2094
H -2.18882 -11.99960 2.09049 0.0 -0.6 0.3 0.1062
H -0.48893 -12.42962 2.34312 0.0 0.2 0.3 0.1112
H -0.25928 -10.76572 3.91229 -0.1 0.4 0.7 0.1135
H -1.98940 -11.05449 4.29909 0.1 0.0 0.0 0.1137
H -1.16961 -8.53184 3.62197 0.5 -0.1 -0.1 0.1192
H -2.58718 -9.06631 2.87435 -0.4 -0.5 -0.5 0.1162
H -0.11393 -11.02119 0.56957 0.5 1.0 0.1 0.1178
H -1.79476 -10.60330 0.49630 -0.2 -0.1 -0.1 0.1125
C -0.98640 9.60231 -9.13007 -1.1 -0.2 0.4 -0.1798
C -0.50312 11.00759 -8.83467 0.6 0.5 -0.6 -0.1843
C 0.31386 10.81879 -7.56374 -0.1 -0.5 -0.8 -0.1854
O 0.80881 9.45744 -7.65685 0.2 0.7 1.2 -0.1494
C 0.09145 8.66093 -8.59513 0.1 1.8 -0.6 -0.1978
H -1.27970 9.40645 -10.16144 0.1 0.1 0.0 0.1119
H -1.85197 9.42694 -8.49122 -0.4 0.0 -0.2 0.1085
H -1.24916 11.79705 -8.74372 -0.4 -0.4 0.2 0.1101
H 0.12001 11.37374 -9.65060 0.4 -0.2 0.0 0.1072
H -0.30419 11.00418 -6.68526 -0.1 -0.5 0.3 0.1108
H 1.14131 11.52642 -7.51180 0.3 -0.3 0.0 0.1138
H -0.38992 7.80121 -8.12901 0.5 -0.2 -0.1 0.1173
H 0.81648 8.46265 -9.38451 -0.1 -0.8 0.0 0.1171
```
Forces are in eV/Å.

HOMO energy, eV: -9.46
Frontier orbital gap, Ha: 0.3552
LUMO level, eV: 0.21
Spin multiplicity: 1